(1)
A structure of composition C38H45ClF6IrNO5Sb in a non-equilibrium geometry. Source: the OMol25 dataset; level of theory: ωB97M-V/def2-TZVPD.

```
! RIJCOSX wB97M-V def2-TZVPD def2/J DEFGRID3
* xyz 0 2
Ir 0.45197 -0.35669 -0.74466
C -1.60825 -3.95361 0.13487
C -1.48443 -2.43044 0.10841
O -0.16290 -2.03754 0.24669
C -2.04530 -1.88436 -1.23120
F -1.81352 -0.49240 -1.31070
F -3.34891 -2.04014 -1.41132
F -1.42682 -2.41478 -2.27091
C -2.31636 -1.85013 1.28422
F -1.93476 -2.39964 2.44487
F -2.16381 -0.52127 1.40975
F -3.63618 -2.08742 1.15675
H -1.16568 -4.36600 -0.76920
H -2.64583 -4.28014 0.21496
H -1.04426 -4.31451 0.99184
C 1.41782 -0.16896 6.32241
C 0.58695 0.01499 5.05783
C -0.87232 -0.39101 5.27009
Sb 1.22868 -0.87000 3.15761
C 1.13677 -2.99907 3.60949
C 1.45566 -3.44260 5.03187
C 1.98038 -3.74359 2.57698
C 3.37620 -0.51230 3.21670
C 3.59176 1.00052 3.24293
C 4.22463 -1.21826 4.26674
H 0.90685 0.28855 7.17932
H 2.39733 0.30427 6.23621
H 1.58165 -1.22043 6.56524
H 0.60418 1.08505 4.80966
H -0.96268 -1.46858 5.44097
H -1.49543 -0.15278 4.40368
H -1.29981 0.11078 6.14668
H 0.09126 -3.23465 3.40320
H 2.46405 -3.15157 5.33606
H 1.39521 -4.53558 5.10491
H 0.75655 -3.02861 5.76104
H 3.05070 -3.59243 2.74580
H 1.75666 -3.42102 1.55714
H 1.79363 -4.82267 2.63869
H 3.68454 -0.87935 2.22970
H 3.25455 1.43350 4.19112
H 3.04987 1.50599 2.43684
H 4.65320 1.25033 3.13526
H 3.91925 -0.96293 5.28294
H 5.27697 -0.92755 4.15960
H 4.17682 -2.30394 4.17113
C 0.61602 1.67179 -0.89925
C -0.19766 1.96299 0.01367
C -1.10565 2.27562 1.03840
C -2.47771 2.37828 0.75543
C -3.36809 2.63415 1.77772
C -2.90143 2.78481 3.08000
C -1.54472 2.68356 3.37078
C -0.64337 2.43360 2.35590
H -2.82216 2.23739 -0.26175
H -4.42718 2.70611 1.56718
H -3.60535 2.97874 3.88001
H -1.19611 2.78833 4.38989
H 0.41378 2.32607 2.55838
Cl 4.39055 -2.87152 0.27180
C 4.62305 -1.26399 -0.43242
C 3.36828 -0.45610 -0.72172
O 3.50243 0.59851 -1.31596
O 2.25844 -0.96576 -0.25050
H 5.15667 -1.37106 -1.37090
H 5.23629 -0.68054 0.24890
C -3.56378 -0.58384 -7.76248
C -3.16232 0.02928 -6.44595
C -3.77199 -0.42207 -5.27844
C -3.41156 0.10160 -4.04932
C -2.45056 1.09240 -3.96759
C -1.83874 1.56079 -5.13034
N -0.91084 2.60060 -5.07501
C -0.13571 2.94653 -3.96997
C -0.04535 4.31404 -3.62267
C 0.76007 4.76539 -2.55565
C 1.42687 3.88582 -1.76847
C 1.32403 2.43008 -2.02656
C 0.56745 2.02058 -3.24051
C 0.70606 0.59819 -3.64402
O 0.80548 0.28844 -4.80816
O 0.77409 -0.33634 -2.70832
C -2.17667 1.01746 -6.37858
C -1.43406 1.48953 -7.59745
H -4.47793 -1.16453 -7.64856
H -2.78918 -1.25672 -8.13965
H -3.73933 0.17263 -8.52866
H -4.53484 -1.19023 -5.33742
H -3.89368 -0.25630 -3.14661
H -2.18497 1.52044 -3.00652
H -0.80739 3.16998 -5.89390
H -0.61836 5.02656 -4.20509
H 0.82504 5.82996 -2.36774
H 2.03008 4.21264 -0.93029
H 2.30949 1.93169 -2.01001
H -0.36486 1.55960 -7.38276
H -1.77539 2.47479 -7.93913
H -1.55405 0.80299 -8.43192
*
```

Summary:
Total energy ... -3309.795254 Ha
Expectation value of S² ... 0.80

Taken from the Mulliken analysis, the atomic charges in e are: atom 1 (Ir): 1.267, atom 2 (C): -2.000, atom 3 (C): 1.644, atom 4 (O): -0.458, atom 5 (C): -0.133, atom 6 (F): -0.207, atom 7 (F): -0.276, atom 8 (F): -0.323, atom 9 (C): 0.596, atom 10 (F): -0.293, atom 11 (F): 0.066, atom 12 (F): -0.315, atom 13 (H): 0.448, atom 14 (H): 0.408, atom 15 (H): 0.328, atom 16 (C): -1.506, atom 17 (C): 0.680, atom 18 (C): -1.366, atom 19 (Sb): 0.004, atom 20 (C): 0.879, atom 21 (C): -1.551, atom 22 (C): -1.410, atom 23 (C): 1.657, atom 24 (C): -1.318, atom 25 (C): -1.433, atom 26 (H): 0.473, atom 27 (H): 0.279, atom 28 (H): 0.198, atom 29 (H): 0.183, atom 30 (H): 0.280, atom 31 (H): 0.147, atom 32 (H): 0.459, atom 33 (H): 0.154, atom 34 (H): 0.242, atom 35 (H): 0.459, atom 36 (H): 0.296, atom 37 (H): 0.241, atom 38 (H): 0.196, atom 39 (H): 0.454, atom 40 (H): -1.197, atom 41 (H): 0.268, atom 42 (H): 0.195, atom 43 (H): 0.471, atom 44 (H): 0.175, atom 45 (H): 0.480, atom 46 (H): 0.259, atom 47 (C): -0.532, atom 48 (C): -0.102, atom 49 (C): 0.009, atom 50 (C): -0.043, atom 51 (C): -0.903, atom 52 (C): -0.484, atom 53 (C): -0.832, atom 54 (C): -0.112, atom 55 (H): 0.488, atom 56 (H): 0.465, atom 57 (H): 0.404, atom 58 (H): 0.456, atom 59 (H): 0.664, atom 60 (Cl): -0.188, atom 61 (C): -0.751, atom 62 (C): 0.742, atom 63 (O): -0.691, atom 64 (O): -0.014, atom 65 (H): 0.456, atom 66 (H): 0.336, atom 67 (C): -1.857, atom 68 (C): 1.145, atom 69 (C): -1.073, atom 70 (C): -0.737, atom 71 (C): -0.589, atom 72 (C): -0.328, atom 73 (N): 0.030, atom 74 (C): -0.206, atom 75 (C): -0.492, atom 76 (C): -0.795, atom 77 (C): -1.354, atom 78 (C): 1.272, atom 79 (C): 0.452, atom 80 (C): 0.625, atom 81 (O): -0.683, atom 82 (O): -0.271, atom 83 (C): 1.294, atom 84 (C): -1.855, atom 85 (H): 0.407, atom 86 (H): 0.373, atom 87 (H): 0.401, atom 88 (H): 0.333, atom 89 (H): 0.587, atom 90 (H): 0.440, atom 91 (H): 0.350, atom 92 (H): 0.461, atom 93 (H): 0.394, atom 94 (H): 0.574, atom 95 (H): 0.462, atom 96 (H): 0.377, atom 97 (H): 0.343, atom 98 (H): 0.450

(2)
A cluster of 8 separate species, C38H45N3O16 in total in a non-equilibrium geometry. Source: the OMol25 dataset; level of theory: ωB97M-V/def2-TZVPD.

```
! RIJCOSX wB97M-V def2-TZVPD def2/J DEFGRID3
* xyz 0 1
O -2.37822 -2.42229 3.54635
C -3.27650 -1.71573 3.14769
O -3.93882 -2.00817 1.99724
C -4.90722 -1.00804 1.69824
C -5.18682 -0.30621 3.04592
C -3.80020 -0.42278 3.72728
H -5.78708 -1.47290 1.30601
H -4.47135 -0.35687 0.90818
H -5.87869 -0.93520 3.58177
H -5.61916 0.67261 2.89523
H -3.71906 -0.35129 4.78196
H -3.06860 0.25801 3.27686
O 0.95138 -6.60905 -0.36912
C 0.08543 -6.10167 0.29292
O -0.83787 -5.31226 -0.29153
C -1.67301 -4.75473 0.74046
C -1.61355 -5.78410 1.94719
C -0.16342 -6.29109 1.77950
H -2.66620 -4.61869 0.31839
H -1.28401 -3.79661 1.01335
H -2.31012 -6.58529 1.75354
H -1.80232 -5.33804 2.93615
H 0.06075 -7.32573 1.97464
H 0.52478 -5.61988 2.31330
O 2.57198 2.33759 -0.79298
C 2.89174 3.27679 -0.03991
O 4.16570 3.61742 0.13374
C 4.28755 4.61027 1.13837
C 2.91268 4.65107 1.90149
C 2.00701 4.18848 0.74350
H 4.51196 5.50297 0.57485
H 5.14886 4.33334 1.79977
H 2.58326 5.60331 2.30922
H 2.90251 3.89262 2.72567
H 1.72679 5.03687 0.13127
H 1.07644 3.76246 0.99513
O 0.06562 1.44988 3.43313
C 0.81106 0.63222 2.95368
O 2.11614 0.93927 2.74164
C 2.87917 -0.23830 2.31081
C 1.93677 -1.48202 2.36128
C 0.55269 -0.80531 2.55082
H 3.75137 -0.32979 2.95671
H 3.20823 -0.06081 1.28093
H 2.17334 -2.12797 3.21060
H 2.02955 -2.04901 1.42922
H 0.00947 -1.27678 3.39920
H -0.06310 -0.89923 1.63851
O -5.15673 -0.19772 -5.15198
C -4.81555 0.42835 -4.21684
O -4.72987 1.76210 -4.16090
C -4.47255 2.23572 -2.83693
C -3.84866 1.02591 -2.09637
C -4.50442 -0.11240 -2.85971
H -5.43698 2.54360 -2.43238
H -3.75482 3.07697 -2.87397
H -4.08330 0.94263 -1.02793
H -2.79960 1.05306 -2.35167
H -5.43214 -0.44933 -2.39353
H -3.87524 -0.96357 -3.04819
C 5.40463 0.60561 -1.23633
C 5.37220 0.28062 -2.57351
C 5.97022 -0.89972 -2.97692
C 6.57204 -1.72977 -2.08273
C 6.55337 -1.43733 -0.70953
C 5.90744 -0.32626 -0.30790
N 7.30392 -2.92467 -2.66645
O 7.07705 -3.21919 -3.83023
O 8.04996 -3.49912 -1.94918
H 5.11036 1.58174 -0.93118
H 5.01450 1.05685 -3.25350
H 6.12684 -1.09815 -4.04632
H 6.96888 -2.19160 -0.03285
H 5.84526 -0.08458 0.73096
C 2.17920 -1.80242 -2.07662
C 1.83544 -0.64629 -1.44509
C 0.51496 -0.39219 -1.10406
C -0.39228 -1.36507 -1.31241
C -0.11214 -2.61139 -1.92387
C 1.22821 -2.79372 -2.27142
N -1.75227 -1.13869 -0.80009
O -1.95253 -0.32865 0.07470
O -2.67558 -1.84360 -1.24960
H 3.21715 -1.97172 -2.38195
H 2.57968 0.13248 -1.42143
H 0.19950 0.50902 -0.63228
H -0.96043 -3.28253 -2.19127
H 1.56723 -3.69135 -2.77673
C -1.07376 4.91659 -1.65262
C -2.30141 5.51051 -1.40502
C -3.29763 4.93443 -0.64641
C -2.95590 3.73950 -0.06695
C -1.73043 3.11450 -0.22883
C -0.80347 3.68295 -1.08890
N -3.96077 3.10273 0.81996
O -3.60253 2.28574 1.61222
O -5.10404 3.43027 0.63741
H -0.28846 5.42979 -2.12178
H -2.54338 6.46032 -1.81091
H -4.28194 5.38992 -0.50654
H -1.50513 2.23525 0.37662
H 0.10901 3.17446 -1.29820
*
```

Summary:
Total energy ... -2842.883009 Ha
SMILES ... O=[N+]([O-])c1ccccc1.O=[N+]([O-])c1ccccc1.O=[N+]([O-])c1ccccc1.O=C1CCCO1.O=C1CCCO1.O=C1CCCO1.O=C1CCCO1.O=C1CCCO1

Atom charges from the Mulliken analysis, given in e for atoms 1 to 99: atom 1 (O): -0.626, atom 2 (C): 0.396, atom 3 (O): -0.324, atom 4 (C): 0.654, atom 5 (C): -0.707, atom 6 (C): -0.126, atom 7 (H): 0.386, atom 8 (H): -0.739, atom 9 (H): 0.362, atom 10 (H): 0.336, atom 11 (H): 0.486, atom 12 (H): -0.069, atom 13 (O): -0.630, atom 14 (C): 0.436, atom 15 (O): -0.312, atom 16 (C): 0.272, atom 17 (C): -0.509, atom 18 (C): -0.330, atom 19 (H): 0.294, atom 20 (H): -0.302, atom 21 (H): 0.339, atom 22 (H): 0.255, atom 23 (H): 0.335, atom 24 (H): 0.183, atom 25 (O): -0.550, atom 26 (C): 0.579, atom 27 (O): -0.393, atom 28 (C): -0.536, atom 29 (C): -0.570, atom 30 (C): -0.377, atom 31 (H): 0.292, atom 32 (H): 0.348, atom 33 (H): 0.379, atom 34 (H): 0.195, atom 35 (H): 0.326, atom 36 (H): 0.284, atom 37 (O): -0.655, atom 38 (C): 0.310, atom 39 (O): -0.401, atom 40 (C): 0.522, atom 41 (C): -0.769, atom 42 (C): 1.132, atom 43 (H): 0.382, atom 44 (H): -0.541, atom 45 (H): 0.264, atom 46 (H): 0.336, atom 47 (H): 0.337, atom 48 (H): -0.927, atom 49 (O): -0.573, atom 50 (C): 0.429, atom 51 (O): -0.399, atom 52 (C): -0.299, atom 53 (C): 1.248, atom 54 (C): -0.413, atom 55 (H): 0.223, atom 56 (H): 0.146, atom 57 (H): -0.769, atom 58 (H): -0.083, atom 59 (H): 0.327, atom 60 (H): 0.137, atom 61 (C): -0.305, atom 62 (C): -0.372, atom 63 (C): -0.334, atom 64 (C): 0.116, atom 65 (C): -0.803, atom 66 (C): -0.201, atom 67 (N): 0.972, atom 68 (O): -0.597, atom 69 (O): -0.589, atom 70 (H): 0.419, atom 71 (H): 0.410, atom 72 (H): 0.406, atom 73 (H): 0.433, atom 74 (H): 0.472, atom 75 (C): -0.752, atom 76 (C): -0.079, atom 77 (C): -0.506, atom 78 (C): 0.160, atom 79 (C): -0.839, atom 80 (C): -0.579, atom 81 (N): 1.212, atom 82 (O): -0.146, atom 83 (O): -0.752, atom 84 (H): 0.327, atom 85 (H): 0.314, atom 86 (H): 0.749, atom 87 (H): 0.470, atom 88 (H): 0.454, atom 89 (C): -0.981, atom 90 (C): -0.429, atom 91 (C): -0.740, atom 92 (C): -0.270, atom 93 (C): 0.339, atom 94 (C): -0.614, atom 95 (N): 1.215, atom 96 (O): -0.593, atom 97 (O): -0.667, atom 98 (H): 0.545, atom 99 (H): 0.393

(3)
A structure of composition C38H46FLuN6O5PS3 in a non-equilibrium geometry. Source: the OMol25 dataset; level of theory: ωB97M-V/def2-TZVPD.

```
! RIJCOSX wB97M-V def2-TZVPD def2/J DEFGRID3
* xyz -2 2
Lu 0.23090 0.65651 -0.18017
N 0.11568 0.61810 -2.80056
C -0.25670 1.92369 -3.34043
C -1.16808 2.69542 -2.36713
O -1.95495 3.54011 -2.83306
N -0.98068 2.38494 -1.08867
C -1.76882 3.13384 -0.12720
C -1.58732 2.58498 1.29126
O -2.04702 3.21505 2.24150
O -0.96295 1.45183 1.38257
H 0.71103 0.10852 -3.45755
H -0.74515 0.05855 -2.66271
H -0.77641 1.87743 -4.30263
H 0.65462 2.52460 -3.50721
H -2.84204 3.09579 -0.39457
H -1.49276 4.20654 -0.12885
N 5.03332 -0.00590 -0.43858
C 5.46073 -0.85976 0.58125
C 6.75475 -0.76545 1.09527
C 7.17566 -1.63999 2.07661
C 6.30915 -2.61111 2.56818
C 5.01918 -2.71284 2.05932
C 4.58411 -1.84255 1.05928
S 3.00157 -1.95516 0.33505
N 2.69249 -0.36423 -0.13829
C 3.70248 0.34171 -0.59780
C 3.45335 1.59197 -1.27777
C 4.47271 2.23575 -2.01864
C 4.25609 3.51443 -2.49568
C 3.02388 4.11746 -2.24283
C 2.04275 3.37944 -1.59716
N 2.21328 2.13170 -1.15509
H 5.69496 0.74938 -0.64685
H 7.41826 0.02425 0.70440
H 8.19335 -1.56230 2.46714
H 6.62773 -3.29833 3.35229
H 4.31349 -3.46868 2.42452
H 5.40145 1.70568 -2.27432
H 5.03829 4.02091 -3.06502
H 2.80848 5.13747 -2.59010
H 1.04900 3.80247 -1.43380
C 0.49400 -0.10255 6.37506
C 0.02691 -0.27846 4.94698
O 0.57357 0.76628 4.13258
P 1.31003 0.37674 2.73392
S 1.87692 2.11697 1.96592
S 0.30894 -1.16652 1.92596
O 2.65793 -0.38572 3.28857
C 3.52083 0.31464 4.19483
C 4.72532 0.91969 3.50556
H 0.09569 -0.92021 7.00358
H 0.13523 0.85943 6.79959
H 1.60360 -0.11540 6.42958
H -1.07315 -0.21424 4.87170
H 0.33031 -1.25964 4.54094
H 3.82362 -0.43007 4.94057
H 2.93880 1.11037 4.70016
H 5.38154 0.15141 3.07534
H 5.31434 1.49291 4.25528
H 4.39552 1.61159 2.70307
C -3.88411 -1.60716 -4.52884
C -3.35651 -0.37065 -3.79682
C -3.48553 0.85857 -4.69710
C -4.06002 -0.15420 -2.48096
C -5.40136 0.22082 -2.49563
C -6.11500 0.39899 -1.32264
C -5.48758 0.19053 -0.11031
C -4.15411 -0.19334 -0.04537
C -3.53123 -0.53470 1.27989
C -3.88943 0.45859 2.38327
C -3.96598 -1.94405 1.68882
C -3.41329 -0.35461 -1.23713
N -2.07482 -0.74679 -1.16325
C -1.84668 -2.06338 -1.36881
C -2.83957 -3.05571 -1.60241
C -2.50529 -4.36925 -1.86409
C -1.18350 -4.78759 -1.89724
C -0.17666 -3.84981 -1.64962
C -0.52801 -2.55269 -1.39417
F 0.48608 -1.61106 -1.17405
H -3.40416 -1.70333 -5.51957
H -4.98452 -1.54073 -4.68391
H -3.68545 -2.53038 -3.96517
H -2.28601 -0.53824 -3.59161
H -4.53655 0.99013 -5.02616
H -2.85774 0.74485 -5.60207
H -3.18217 1.78913 -4.17479
H -5.90816 0.36175 -3.46096
H -7.16961 0.68957 -1.35346
H -6.04954 0.30377 0.82772
H -2.44138 -0.52816 1.15677
H -4.89466 0.26677 2.80796
H -3.85916 1.50137 2.01575
H -3.14687 0.39933 3.20555
H -5.07671 -2.01072 1.73772
H -3.55041 -2.21544 2.67758
H -3.61674 -2.70076 0.95933
H -3.89492 -2.75880 -1.58170
H -3.30695 -5.09002 -2.04872
H -0.93169 -5.82366 -2.10840
H 0.88618 -4.12840 -1.66060
*
```

Summary:
Total energy ... -5052.054635 Ha
Expectation value of S² ... 0.77

Atom charges from the Mulliken analysis, given in e for atoms 1 to 99: atom 1 (Lu): 1.449, atom 2 (N): -0.375, atom 3 (C): -0.770, atom 4 (C): 0.231, atom 5 (O): -0.843, atom 6 (N): 0.407, atom 7 (C): -0.813, atom 8 (C): 0.132, atom 9 (O): -0.814, atom 10 (O): -0.085, atom 11 (H): 0.161, atom 12 (H): -0.055, atom 13 (H): 0.344, atom 14 (H): 0.503, atom 15 (H): 0.239, atom 16 (H): 0.369, atom 17 (N): -0.064, atom 18 (C): -0.324, atom 19 (C): -0.712, atom 20 (C): -0.576, atom 21 (C): -0.614, atom 22 (C): -0.486, atom 23 (C): 1.039, atom 24 (S): -0.309, atom 25 (N): -0.051, atom 26 (C): -0.171, atom 27 (C): 0.330, atom 28 (C): -1.182, atom 29 (C): -0.503, atom 30 (C): -1.153, atom 31 (C): -0.553, atom 32 (N): 0.815, atom 33 (H): 0.172, atom 34 (H): 0.286, atom 35 (H): 0.314, atom 36 (H): 0.314, atom 37 (H): 0.348, atom 38 (H): 0.527, atom 39 (H): 0.365, atom 40 (H): 0.392, atom 41 (H): 0.441, atom 42 (C): -1.299, atom 43 (C): 0.088, atom 44 (O): -0.235, atom 45 (P): 1.610, atom 46 (S): -0.659, atom 47 (S): -0.780, atom 48 (O): -0.193, atom 49 (C): -0.691, atom 50 (C): -0.380, atom 51 (H): 0.388, atom 52 (H): 0.270, atom 53 (H): 0.217, atom 54 (H): 0.134, atom 55 (H): 0.352, atom 56 (H): 0.351, atom 57 (H): 0.376, atom 58 (H): -0.168, atom 59 (H): 0.474, atom 60 (H): 0.085, atom 61 (C): -1.511, atom 62 (C): 1.404, atom 63 (C): -1.682, atom 64 (C): 0.719, atom 65 (C): -0.391, atom 66 (C): -1.563, atom 67 (C): -0.269, atom 68 (C): 0.220, atom 69 (C): 3.094, atom 70 (C): -1.637, atom 71 (C): -1.453, atom 72 (C): -1.108, atom 73 (N): 1.514, atom 74 (C): 1.594, atom 75 (C): -1.371, atom 76 (C): -0.724, atom 77 (C): -0.779, atom 78 (C): -0.738, atom 79 (C): -0.815, atom 80 (F): 0.204, atom 81 (H): 0.426, atom 82 (H): 0.244, atom 83 (H): 0.321, atom 84 (H): -0.264, atom 85 (H): 0.350, atom 86 (H): 0.337, atom 87 (H): 0.365, atom 88 (H): 0.240, atom 89 (H): 0.302, atom 90 (H): 0.253, atom 91 (H): -1.611, atom 92 (H): 0.517, atom 93 (H): 0.398, atom 94 (H): -0.033, atom 95 (H): 0.266, atom 96 (H): 0.392, atom 97 (H): 0.317, atom 98 (H): 0.647, atom 99 (H): 0.364